[1]
DFT (ωB97M-V/def2-TZVPD) results for a single C3H4O2 molecule.

Properties
**HOMO-LUMO gap**: 10.8 eV
**Charge**: 0
**Total energy**: -267.10234 hartree
**Energy above the lowest of the compared OMol25 structures with the same formula, charge and spin**: 56.8 kcal per mole
**Multiplicity**: 1

Each line ends with the Löwdin charge.
Cartesian coordinates (Å):
C  -0.4851  -0.0634  0.0767  -0.5860
C  0.2686  1.0546  -0.0640  -0.0864
C  1.4065  -0.0008  0.0778  -0.0042
H  0.2487  1.8768  0.5899  0.1204
H  0.2861  1.5366  -1.0562  0.1516
H  2.3168  -0.0364  -0.6465  0.1540
H  1.5902  0.0772  1.1291  0.1003
O  -1.7401  0.0045  0.0190  0.0779
O  0.2924  -1.1791  -0.0889  0.0724

[2]
DFT (ωB97M-V/def2-TZVPD) results for a single C3H7N3S molecule.

Properties
**HOMO-LUMO gap**: 9.0 eV
**Charge**: 0
**Structure (SMILES)**: [H]/N=C(/N)NC(C)=S
**Total energy**: -680.97333 hartree
**Energy above the lowest of the compared OMol25 structures with the same formula, charge and spin**: 5.6 kcal per mole
**Multiplicity**: 1

Each line ends with the Löwdin charge.
Cartesian coordinates (Å):
H  -1.3370  1.6029  -0.8953  0.0230
N  -2.0403  1.0389  -0.4788  0.1434
C  -1.5941  -0.0891  -0.1081  -0.5380
N  -2.4375  -1.1086  0.2864  0.1230
N  -0.2479  -0.4906  -0.1241  0.0306
C  0.9180  0.1593  0.0302  -0.9030
C  0.7749  1.5974  0.4389  -0.1137
S  2.3358  -0.6129  -0.1139  0.6718
H  -3.4017  -0.8039  0.3167  0.0994
H  -2.1883  -1.5446  1.1456  0.0858
H  -0.1642  -1.4995  -0.3132  0.1349
H  0.7299  2.2383  -0.4287  0.0770
H  1.6250  1.9880  1.0180  0.0810
H  -0.1504  1.7415  1.0293  0.0847

[3]
DFT (ωB97M-V/def2-TZVPD) results for a molecular structure, C31H38Cl2F9HfN3OP2.

Properties
**HOMO-LUMO gap**: 7.3 eV
**Charge**: +2
**Total energy**: -3993.13166 hartree
**Energy above the lowest of the compared OMol25 structures with the same formula, charge and spin**: 7.2 kcal per mole
**Multiplicity**: 1

Each line ends with the Löwdin charge.
Cartesian coordinates (Å):
Hf  -0.5375  0.2960  -0.1038  1.6526
C  -3.7455  -1.2525  0.2600  -0.1061
N  -2.5725  -0.6889  0.9698  -0.2487
C  -3.1577  0.2984  1.9432  -0.0335
C  -1.9068  -1.7107  1.7897  -0.2321
C  -2.4772  -2.9371  2.1026  -0.0066
C  -1.8640  -3.7687  3.0296  -0.0510
C  -0.6697  -3.3840  3.6215  -0.0479
C  -0.0739  -2.1839  3.2692  -0.0566
C  -0.6906  -1.3255  2.3579  -0.3090
N  -0.1774  -0.0740  1.9500  -0.1361
C  0.4093  0.7859  2.8976  -0.2417
C  0.5656  0.5765  4.2658  -0.0025
C  1.2276  1.5217  5.0402  -0.0439
C  1.7267  2.6844  4.4751  -0.0469
C  1.4958  2.9393  3.1292  -0.0068
C  0.8311  1.9969  2.3700  -0.2319
N  0.3072  2.2722  1.0374  -0.2396
C  -1.0018  2.9442  1.3222  -0.0304
C  1.2019  3.1742  0.2840  -0.0613
H  -4.2172  -0.4691  -0.3228  0.0718
H  -3.4450  -2.0686  -0.3879  0.0498
H  -4.4740  -1.6157  0.9854  0.1009
H  -3.9345  -0.2057  2.5198  0.1171
H  -3.6028  1.1305  1.4036  0.0876
H  -2.3977  0.6490  2.6318  0.0786
H  -3.4098  -3.2563  1.6629  0.1159
H  -2.3253  -4.7114  3.2890  0.1232
H  -0.1895  -4.0263  4.3473  0.1255
H  0.8732  -1.9080  3.7060  0.1086
H  0.1716  -0.3056  4.7440  0.1064
H  1.3525  1.3401  6.0989  0.1199
H  2.2552  3.4078  5.0793  0.1184
H  1.8149  3.8816  2.7044  0.1226
H  -0.8230  3.9204  1.7759  0.1250
H  -1.5546  2.3446  2.0377  0.0808
H  -1.5881  3.0805  0.4282  0.0553
H  1.0339  4.2155  0.5629  0.1127
H  1.0227  3.0744  -0.7756  0.0409
H  2.2310  2.9195  0.5111  0.0818
C  2.5952  -1.8524  1.4463  -0.2146
P  1.2968  -2.1298  0.1671  0.8288
C  0.7467  -3.8482  0.4894  -0.2523
C  2.2473  -2.3569  -1.3779  -0.4342
C  2.7652  -3.5881  -1.7694  -0.0712
C  3.3840  -3.7305  -3.0016  -0.0366
C  3.4829  -2.6460  -3.8618  -0.0381
C  2.9962  -1.4077  -3.4717  -0.0649
C  2.3873  -1.2583  -2.2274  -0.4103
P  1.9099  0.3666  -1.5825  0.8554
C  3.4306  0.8731  -0.6848  -0.2092
C  1.9705  1.4588  -3.0277  -0.2355
H  3.5800  -1.9594  0.9942  0.0619
H  2.4946  -2.5940  2.2355  0.0472
H  2.5019  -0.8616  1.8914  0.0276
H  1.5568  -4.4211  0.9401  0.0678
H  0.4451  -4.3248  -0.4405  0.0217
H  -0.1023  -3.8499  1.1668  0.0135
H  2.6838  -4.4508  -1.1221  0.1074
H  3.7824  -4.6924  -3.2952  0.1218
H  3.9485  -2.7601  -4.8313  0.1215
H  3.1008  -0.5667  -4.1427  0.1023
H  4.2845  0.4264  -1.1946  0.0705
H  3.4289  0.5501  0.3545  0.0321
H  3.5362  1.9544  -0.7254  0.0444
H  1.2806  1.1071  -3.7909  0.0477
H  2.9801  1.4920  -3.4369  0.0693
H  1.6859  2.4687  -2.7422  0.0341
Cl  -3.2388  -1.1200  -2.9944  0.6536
C  -2.1129  -2.4317  -3.2618  -0.8938
Cl  -0.9781  -2.5809  -1.8816  0.6162
H  -1.5336  -2.2438  -4.1587  0.0450
H  -2.6635  -3.3621  -3.3411  0.0465
F  -0.3536  2.8997  -4.2598  0.1687
C  -1.4514  2.2722  -3.8261  -0.5573
F  -1.2340  0.9667  -4.0086  0.1301
F  -2.4625  2.6584  -4.5890  0.2037
C  -1.7194  2.5954  -2.2947  -0.1902
O  -1.0338  1.7133  -1.4748  -0.3114
C  -1.2921  4.1103  -2.1446  -0.5547
F  -1.8507  4.8244  -3.1113  0.2124
F  0.0332  4.2539  -2.2314  0.1554
F  -1.6589  4.6313  -0.9692  0.1681
C  -3.2800  2.5026  -1.9590  -0.5319
F  -3.9587  1.7542  -2.8216  0.1491
F  -3.4249  1.9141  -0.7479  0.1095
F  -3.8710  3.6818  -1.8962  0.2104

[4]
DFT (ωB97M-V/def2-TZVPD) results for a single C6H10B2 molecule.

Properties
**HOMO-LUMO gap**: 9.0 eV
**Charge**: 0
**Total energy**: -284.15207 hartree
**Energy above the lowest of the compared OMol25 structures with the same formula, charge and spin**: 9.7 kcal per mole
**Multiplicity**: 1

Each line ends with the Löwdin charge.
Cartesian coordinates (Å):
B  0.2314  1.6310  -1.5964  -0.0391
B  1.6839  -0.2389  -1.2407  -0.3265
C  -1.1525  -0.0915  2.9085  0.0239
C  -0.9982  -0.7608  -1.5809  0.0430
C  -0.7313  -0.2992  1.6669  -0.1733
C  0.6472  -0.5930  1.3061  -0.0942
C  -0.0774  0.1595  -1.3673  -0.2610
C  1.1763  -0.5799  0.1108  0.0830
H  0.2549  2.3704  -0.6921  0.0461
H  0.3682  2.0181  -2.6945  0.0442
H  1.9376  -1.0660  -2.0374  0.0700
H  2.2764  0.7939  -1.3073  0.0831
H  -2.1808  0.1561  3.1168  0.0555
H  -0.4933  -0.1421  3.7589  0.0575
H  -0.8627  -1.8015  -1.3170  0.0890
H  -1.9553  -0.5073  -2.0155  0.0801
H  -1.4253  -0.2167  0.8403  0.0897
H  1.3011  -0.8320  2.1408  0.1291

Among the records above, which one has the highest charge?
C31H38Cl2F9HfN3OP2

The highest charge belongs to which entry?
C31H38Cl2F9HfN3OP2

What is the total energy in the third record?
-3993.13166 hartree